(1)
ORCA calculation (the ωB97M-V functional and the def2-TZVPD basis) on a 3-piece molecular cluster, C6H7NO6S overall in a non-equilibrium geometry.

Atoms and positions in Å:
C -0.916987 -1.797467 0.313200
C -0.115386 -0.867368 0.290277
C -0.208849 0.384607 -3.374284
C 0.510750 0.387788 0.316071
C -2.336703 -2.864103 -1.088277
C 0.672320 2.408005 1.426472
N 0.614591 1.211784 -3.296826
O -1.050707 -0.380501 -3.551590
O 0.916756 0.997581 -0.634711
O 3.392287 0.987254 3.165835
O 1.906573 -0.769194 3.928220
O -1.856463 -2.688420 0.253541
O 0.423145 0.987255 1.529390
S 2.095334 0.633777 3.678219
H -3.493940 -2.979944 -1.178569
H -1.826692 -3.719083 -1.521470
H -2.025947 -1.917575 -1.748602
H 1.360948 2.671802 2.217939
H -0.257354 2.999762 1.435972
H 1.273269 2.630342 0.362191
H 0.923055 1.683699 -2.522996

Atoms 1-3, force components in eV/Å:
C 0.77 1.73 -0.01
C -1.70 -3.13 0.23
C -0.99 -0.38 0.11

Values from the calculation:
energy relative to the best compared isomer or geometry (same formula, charge and spin): 1.305 eV
E: -30941.529 eV
HOMO energy: -10.230 eV



(2)
ORCA calculation (the ωB97M-V functional and the def2-TZVPD basis) on a single C10H8N2O molecule in a non-equilibrium geometry.

Atoms and positions in Å:
O 2.877052 0.127505 0.507965
N 2.804270 -1.243170 0.934442
C 1.588518 -1.689461 0.815280
C 0.311119 -0.964243 0.829190
C -0.465243 -1.080702 1.853103
C -1.728528 -0.518878 1.986441
N -2.314464 0.076284 0.931581
C -1.384279 0.349903 -0.080283
C -1.980655 1.264907 -1.015491
C -1.198011 1.723752 -2.055133
C 0.073175 1.152721 -2.298970
C 0.641644 0.389820 -1.270482
C -0.101225 -0.086488 -0.195174
H 3.916614 0.178796 0.784916
H 1.757058 -2.795861 1.059362
H -0.098776 -1.719898 2.706921
H -2.441602 -0.754344 2.861362
H -3.061996 1.495137 -0.953037
H -1.533285 2.338237 -2.871311
H 0.752281 1.674542 -3.098648
H 1.586334 0.081440 -1.432036

Atoms 1-3, force components in eV/Å:
O 4.70 -0.85 2.34
N -2.49 0.62 -2.03
C 3.40 -1.85 1.91

Values from the calculation:
energy relative to the best compared isomer or geometry (same formula, charge and spin): 3.299 eV
E: -15523.755 eV
SMILES string: O/N=C\c1ccnc2ccccc12
HOMO energy: -8.711 eV



(3)
ORCA calculation (the ωB97M-V functional and the def2-TZVPD basis) on C23H15N4O13S2W as an isolated structure.

Atoms and positions in Å:
W -1.003124 0.237006 -0.747205
C 6.913907 1.450691 -1.177199
C 5.547935 0.998685 -0.757202
C 5.375948 -0.232874 -0.121648
C 4.122190 -0.674093 0.249843
C 3.022976 0.135662 -0.033000
C 3.159994 1.373264 -0.657348
C 4.427521 1.792834 -1.008453
S 1.465653 -0.441037 0.433802
O 1.576381 -1.396011 1.476375
O 0.685980 -0.924821 -0.804209
N 0.461603 0.794060 0.643390
C 0.125198 1.401958 1.854961
C 0.892794 1.609651 2.965608
C 0.336141 2.317000 4.055538
C -0.939314 2.807411 4.017065
C -1.745796 2.596867 2.871713
C -3.071070 3.047542 2.713244
C -3.747701 2.779051 1.549977
C -3.124371 2.055508 0.532452
N -1.881790 1.604754 0.661857
C -1.192012 1.874299 1.810060
H 7.674361 1.114604 -0.474041
H 6.966640 2.534414 -1.261050
H 7.159095 1.028492 -2.154089
H 6.239287 -0.849823 0.091262
H 3.993162 -1.621372 0.754581
H 2.297744 1.994341 -0.853421
H 4.551788 2.756330 -1.485368
H 1.910804 1.246202 3.016465
H 0.945352 2.476165 4.934207
H -1.347649 3.354245 4.856132
H -3.547034 3.606405 3.509140
H -4.762630 3.113808 1.395829
H -3.635017 1.840241 -0.394553
O -2.975224 -1.625648 2.221373
C -2.510198 -1.681989 1.130218
O -1.401237 -0.961263 0.764786
C -2.904672 -2.561460 -0.010454
C -3.119626 -3.928457 0.043457
C -3.062012 -4.642134 -1.144498
C -2.676587 -4.080729 -2.350829
C -2.460077 -2.717375 -2.365200
C -2.705696 -1.958611 -1.236864
O -2.618579 -0.611665 -1.312284
N -1.733273 -2.065317 -3.457441
O -0.920688 -1.193824 -3.120589
O -1.892096 -2.449139 -4.579339
N -3.299923 -6.103315 -1.102638
O -3.593529 -6.578148 -0.029517
O -3.196445 -6.704463 -2.147509
H -3.280481 -4.444731 0.979747
H -2.512935 -4.697556 -3.223579
O -1.856016 1.637271 -1.839757
S -0.555288 2.385778 -2.392087
O -0.636178 2.552946 -3.788411
O 0.319576 1.154450 -1.984070
O -0.263761 3.473902 -1.519205

Atoms 1-3, force components in eV/Å:
W 0.11 0.67 0.17
C 0.00 0.00 0.00
C -0.01 0.00 0.00

Values from the calculation:
energy relative to the best compared isomer or geometry (same formula, charge and spin): 0.878 eV
E: -80157.858 eV
HOMO energy: -12.347 eV
net charge: +1



(4)
ORCA calculation (the ωB97M-V functional and the def2-TZVPD basis) on a 17-piece molecular cluster, H34O17 overall in a non-equilibrium geometry.

Atoms and positions in Å:
O 5.241519 1.751119 -1.812802
H 4.858620 1.097304 -2.404881
H 4.929260 1.338519 -1.007789
O -0.914450 2.075673 -3.507713
H -1.401749 1.459564 -4.037342
H -1.033165 1.872870 -2.588110
O 2.679348 1.263290 -3.284444
H 1.815795 1.361366 -2.891280
H 2.918453 2.151854 -3.650640
O 1.107790 -1.733938 -0.934729
H 0.752757 -2.446245 -1.518069
H 0.434207 -1.191851 -0.511818
O -2.791485 -0.412272 1.528742
H -2.026654 -0.978421 1.623855
H -2.898705 0.091843 2.328126
O -2.897119 0.272478 -2.947959
H -3.656395 0.255066 -2.347715
H -2.593171 -0.534516 -2.470753
O -4.970501 -1.122950 0.163522
H -4.692739 -1.135980 1.075579
H -5.658434 -0.439726 0.158139
O -4.548998 3.525404 -0.323846
H -4.894581 2.628750 -0.414717
H -3.742517 3.687426 0.233619
O 2.461013 -0.402282 3.280897
H 2.119511 -0.657727 2.404999
H 3.351377 -0.733968 3.153169
O 3.784346 -4.064065 -1.085742
H 4.460910 -3.485547 -0.711966
H 3.052399 -3.449013 -0.862468
O 1.883045 5.232142 1.223680
H 1.739482 4.475016 1.837050
H 2.673866 5.147814 0.663463
O -2.840953 -2.132206 -1.585053
H -3.337451 -1.957915 -0.785829
H -3.399047 -2.577817 -2.212954
O -2.285088 0.129035 4.748015
H -2.673120 0.453588 5.568154
H -1.391736 0.397486 4.967784
O 2.934631 -2.838193 2.781448
H 2.460516 -2.926905 1.898435
H 3.698840 -3.343250 2.511287
O 3.595445 -2.084860 -2.059954
H 4.156509 -2.443603 -2.752199
H 3.678602 -1.129925 -2.291584
O -0.241475 -1.981109 1.853207
H -0.270297 -2.855879 1.484335
H 0.386732 -1.706335 2.509215
O -2.214709 2.906473 1.666098
H -1.992473 2.172641 2.251505
H -1.579723 2.787353 0.964430

Atoms 1-3, force components in eV/Å:
O -0.05 -0.54 0.03
H -0.06 0.30 -0.82
H 0.12 0.36 0.84

Values from the calculation:
energy relative to the best compared isomer or geometry (same formula, charge and spin): 4.352 eV
E: -35357.659 eV
HOMO energy: -10.807 eV